Record 1
A cluster of 2 separate species, C3H10NS in total at a distorted geometry. Source: the OMol25 dataset; level of theory: wB97M-V/def2-TZVPD.

The LUMO energy (spin up / spin down) is -3.89 / -8.83 eV. The frontier orbital gap (spin up / spin down) comes out at 5.51 / 6.01 eV. As for the net charge: +1. Its spin multiplicity is 3. Its HOMO energy (spin up / spin down) is -9.398 / -14.839 eV. For the energy above the lowest of the compared OMol25 structures with the same formula, charge and spin, the calculation gives 0.5538 eV.

Element x y z (Å)
C -0.011698 -1.697826 -1.112580
C -1.125264 1.165090 1.676318
C 0.250417 -0.314879 -1.403150
N 1.427979 0.268123 -1.359375
S 0.518661 0.427078 1.678264
H 0.737354 -2.508442 -0.977690
H -0.802589 -2.192713 -1.834793
H -0.526575 -1.465370 -0.144415
H -1.321702 1.477349 2.689498
H -1.844255 0.320107 1.426686
H -0.674904 0.375224 -1.481151
H 0.737333 1.176346 2.672392
H 2.223039 -0.345749 -1.224716
H -1.237190 2.131349 1.036717
H 1.649395 1.184315 -1.642005

Atomic forces in eV per Å
C -2.435 -2.204 0.195
C -1.360 -0.173 -1.148
C -4.407 1.853 -1.166
N 3.930 -0.080 1.167
S -1.189 -0.929 -2.388
H 0.087 1.167 -0.035
H 1.324 1.102 1.375
H -0.180 -1.807 -0.212
H -0.065 0.095 0.425
H 0.754 1.387 -0.196
H 1.723 -1.213 -0.005
H 1.482 1.449 2.143
H 0.029 0.336 -0.200
H 0.371 -1.913 0.647
H -0.066 0.930 -0.602

Record 2
A structure of composition C22H18CeClN2O3 at a distorted geometry. Source: the OMol25 dataset; level of theory: wB97M-V/def2-TZVPD.

The LUMO energy (spin up / spin down) is -0.62 / -0.62 eV. The frontier orbital gap (spin up / spin down) comes out at 6.66 / 6.67 eV. Its spin multiplicity is 2. Its HOMO energy (spin up / spin down) is -7.273 / -7.293 eV. For the energy above the lowest of the compared OMol25 structures with the same formula, charge and spin, the calculation gives 0.0000 eV.

Element x y z (Å)
Ce -0.845006 1.206893 0.876730
C -1.537341 -1.930427 4.101076
O -0.189855 -2.223704 4.453605
C 0.798374 -2.159058 3.516970
C 1.874952 -3.015922 3.736310
C 2.969564 -3.060921 2.893208
C 2.995992 -2.234572 1.783353
C 1.937555 -1.355514 1.541997
C 2.105905 -0.485943 0.381011
N 1.325054 0.462224 -0.000289
N 1.821463 1.169542 -1.116887
C 0.940361 2.004155 -1.556987
O -0.262210 2.165951 -1.041789
C 1.293992 2.870197 -2.715719
C 0.377801 3.807213 -3.175715
C 0.697687 4.624231 -4.252224
C 1.930264 4.501594 -4.870663
C 2.847843 3.561829 -4.415050
C 2.533129 2.747321 -3.341979
C 0.827347 -1.292397 2.410765
O -0.160897 -0.424395 2.172891
H -2.137049 -2.319738 4.921939
H -1.808736 -2.434850 3.172331
H -1.700705 -0.859896 3.989122
H 1.812870 -3.658947 4.605213
H 3.787334 -3.738659 3.093011
H 3.832958 -2.248937 1.098256
H 3.010088 -0.638462 -0.208534
H -0.581967 3.882472 -2.684727
H -0.017739 5.353399 -4.608297
H 2.179793 5.136610 -5.711131
H 3.810128 3.463732 -4.899620
H 3.241600 2.014570 -2.983285
Cl -1.711254 -4.363626 -0.967972
C -2.253781 -2.754382 -0.556732
C -1.997773 -1.696187 -1.391846
C -2.435589 -0.414528 -1.035844
C -3.159485 -0.164369 0.148380
C -3.394870 1.181800 0.598651
C -3.362065 -1.294472 0.991561
C -2.947797 -2.554074 0.642155
H -1.465184 -1.847356 -2.320954
H -2.246149 0.406864 -1.723733
H -4.091731 1.271444 1.430970
H -3.623385 1.888651 -0.203692
H -3.879067 -1.150890 1.934349
H -3.142429 -3.398443 1.289814

Atomic forces in eV per Å
Ce -0.998 -0.048 0.543
C 0.089 -0.112 -0.045
O 0.024 0.241 0.085
C 0.290 -0.286 -0.112
C -0.326 0.064 0.166
C 0.147 0.132 -0.312
C -0.109 -0.160 0.308
C 0.192 0.150 -0.331
C -0.166 0.049 0.186
N 0.735 -0.301 -0.364
N -0.128 -0.240 0.135
C -0.269 0.371 -0.194
O 0.533 0.110 -0.263
C 0.080 -0.200 0.091
C -0.002 0.033 -0.053
C -0.059 -0.045 0.075
C 0.082 0.020 -0.064
C -0.032 0.007 0.003
C 0.030 0.059 -0.052
C -0.426 0.283 -0.194
O 0.443 -0.183 0.274
H -0.014 0.015 -0.032
H -0.022 0.048 0.009
H -0.039 -0.051 0.018
H 0.020 -0.012 0.000
H -0.006 -0.020 0.020
H 0.035 -0.017 -0.006
H 0.006 -0.007 0.038
H -0.012 0.022 -0.008
H -0.016 0.008 0.000
H 0.000 0.002 -0.001
H 0.010 0.007 -0.014
H -0.031 -0.022 0.043
Cl -0.044 0.174 0.020
C -0.069 -0.250 0.161
C -0.028 0.164 0.004
C 0.160 0.000 -0.087
C 0.287 -0.405 0.198
C -0.413 0.252 0.025
C -0.148 0.298 -0.063
C 0.172 -0.083 -0.235
H 0.022 -0.015 0.005
H -0.044 -0.041 0.007
H 0.024 0.011 -0.021
H 0.037 -0.016 0.061
H -0.023 0.009 -0.029
H 0.005 -0.014 0.007

Record 3
An isolated molecule of C5H12N2 at a distorted geometry. Source: the OMol25 dataset; level of theory: wB97M-V/def2-TZVPD.

The LUMO energy is 0.91 eV. The frontier orbital gap comes out at 9.58 eV. Its spin multiplicity is 1. Its HOMO energy is -8.667 eV. Its structure (SMILES) is [H]/N=C(/CCC)NC. For the energy above the lowest of the compared OMol25 structures with the same formula, charge and spin, the calculation gives 1.8870 eV.

Element x y z (Å)
H -0.723242 2.630285 1.070811
N -1.160712 1.709656 1.148914
C -0.781635 0.891287 0.254111
C -1.542642 -0.480852 0.266956
C -0.826750 -1.690084 -0.242684
C 0.864224 -1.751737 0.155489
N 0.255857 0.946763 -0.604182
C 1.243313 1.998902 -0.539575
H -2.428165 -0.300606 -0.347452
H -1.835323 -0.610292 1.308401
H -0.829269 -1.755183 -1.329671
H -1.209509 -2.606327 0.199401
H 1.752498 -1.140321 0.003056
H 1.149497 -2.738649 -0.207942
H 0.870557 -1.841772 1.242566
H 0.686393 -0.104291 -0.773598
H 0.777036 2.978699 -0.686975
H 1.768615 2.005597 0.423681
H 1.969257 1.858924 -1.341308

Atomic forces in eV per Å
H 0.218 -0.260 0.101
N -0.445 1.061 -0.246
C -0.389 -2.010 1.163
C 0.250 1.447 0.087
C 3.678 0.524 -0.293
C -2.126 -2.116 1.027
N 1.667 -3.090 -1.602
C -0.028 0.111 0.063
H -0.180 -0.139 0.216
H -0.180 0.038 -0.123
H -0.309 -0.117 -0.007
H 0.076 -0.012 -0.118
H -0.563 0.714 -0.792
H 0.077 -0.071 -0.040
H -0.108 -0.052 0.146
H -1.626 4.015 0.327
H 0.040 -0.139 0.035
H 0.000 0.090 -0.017
H -0.053 0.007 0.073